Record 1
Here is C24H26IN3OsS2Si as an isolated structure from the Open Molecules 2025 dataset. Energies are from the ωB97M-V functional and the def2-TZVPD basis.

Its total energy is -69884.5495 eV. The HOMO energy (spin up / spin down) is -13.61 / -13.61 eV. Its relative energy (zero: lowest compared OMol25 entry of this formula, charge and spin) is 10.6 kcal per mole. The value obtained for the max |F| is 1.3 eV/A. As for the charge: +2.

```
58
Properties=species:S:1:pos:R:3:mulliken_charge:R:1
Os 0.031 1.151 0.506 1.159
I -1.160 1.785 2.833 0.101
C 0.667 2.574 3.511 0.572
C 0.810 3.041 4.785 -0.570
C 2.042 3.594 5.180 -0.661
C 3.069 3.674 4.288 -0.894
C 2.919 3.193 2.965 0.678
C 3.975 3.317 2.018 -0.530
C 3.836 2.887 0.722 -1.250
C 2.645 2.274 0.334 0.024
C 1.560 2.093 1.213 0.568
C 1.703 2.603 2.565 0.029
H -0.013 2.994 5.487 0.420
H 2.163 3.967 6.188 0.420
H 4.013 4.116 4.584 0.424
H 4.904 3.776 2.338 0.443
H 4.648 3.001 0.018 0.447
H 2.554 1.900 -0.677 0.369
C 2.248 -3.932 0.443 -1.065
Si 1.327 -3.908 -1.174 0.135
C 2.296 -4.760 -2.507 -1.083
C -0.392 -4.608 -1.001 -0.933
C 1.106 -2.095 -1.751 0.316
C 1.189 -1.737 -3.106 -0.006
C 0.960 -0.441 -3.543 -1.117
C 0.658 0.537 -2.617 -0.340
N 0.609 0.232 -1.319 -0.412
C 0.809 -1.040 -0.909 0.343
S 0.507 -1.001 0.852 -0.493
H 2.548 -4.962 0.656 0.372
H 1.642 -3.595 1.285 0.358
H 3.159 -3.330 0.406 0.374
H 2.511 -5.786 -2.195 0.357
H 3.254 -4.269 -2.691 0.359
H 1.752 -4.825 -3.453 0.341
H -0.358 -5.589 -0.523 0.417
H -0.872 -4.730 -1.975 0.329
H -1.025 -3.964 -0.383 0.210
H 1.435 -2.495 -3.840 0.380
H 1.024 -0.188 -4.592 0.449
H 0.461 1.567 -2.881 0.595
C -6.127 2.015 -1.130 -1.418
C -4.762 1.469 -0.880 0.780
C -4.454 0.142 -0.736 -1.207
C -3.127 -0.231 -0.489 0.630
N -2.155 0.683 -0.422 -0.009
C -2.456 1.976 -0.586 0.011
S -1.174 3.064 -0.516 -0.445
N -3.742 2.361 -0.777 0.049
C -2.736 -1.660 -0.326 -0.818
H -6.862 1.217 -1.151 0.369
H -6.153 2.538 -2.089 0.382
H -6.403 2.726 -0.349 0.391
H -5.233 -0.604 -0.800 0.483
H -3.932 3.352 -0.867 0.325
H -3.529 -2.240 0.142 0.563
H -1.816 -1.740 0.253 -0.031
H -2.554 -2.087 -1.316 0.311
```


Record 2
Here is C35H45P2PdSSi as an isolated structure from the Open Molecules 2025 dataset. Energies are from the ωB97M-V functional and the def2-TZVPD basis.

Its total energy is -77799.5488 eV. The HOMO energy is -2.73 eV. The value obtained for the max |F| is 2.4 eV/A. As for the charge: -1.

```
85
Properties=species:S:1:pos:R:3:mulliken_charge:R:1
Pd 0.601 -0.062 0.871 -0.662
C -2.464 0.426 -0.783 -1.017
C -2.760 -0.812 0.073 -1.776
P -1.184 -1.702 0.477 1.268
C -1.535 -2.437 2.121 0.272
C -0.397 -2.824 2.839 -0.121
C -0.506 -3.312 4.130 -0.718
C -1.752 -3.399 4.740 -0.506
C -2.882 -3.001 4.046 -0.771
C -2.776 -2.525 2.742 -0.422
C -1.367 -3.189 -0.584 0.644
C -1.149 -4.482 -0.110 -0.523
C -1.194 -5.575 -0.966 -0.702
C -1.462 -5.401 -2.316 -0.558
C -1.678 -4.119 -2.803 -0.790
C -1.624 -3.028 -1.948 -0.210
P -1.197 1.444 0.096 1.491
C -1.199 2.974 -0.907 0.556
C -1.393 2.980 -2.288 -0.404
C -1.240 4.147 -3.026 -0.584
C -0.887 5.332 -2.400 -0.560
C -0.684 5.341 -1.026 -0.599
C -0.837 4.176 -0.291 -0.777
C -2.147 1.998 1.563 -0.197
C -1.556 1.805 2.814 -0.121
C -2.233 2.170 3.971 -0.738
C -3.502 2.725 3.887 -0.393
C -4.093 2.927 2.645 -0.759
C -3.417 2.569 1.488 -0.253
H -3.374 0.983 -1.014 0.628
H -2.007 0.131 -1.733 0.395
H -3.482 -1.476 -0.404 0.720
H -3.188 -0.473 1.019 0.580
H 0.578 -2.664 2.396 0.218
H 0.387 -3.593 4.674 0.420
H -1.836 -3.758 5.758 0.374
H -3.857 -3.053 4.516 0.394
H -3.679 -2.236 2.217 0.373
H -0.942 -4.638 0.941 0.358
H -1.019 -6.569 -0.573 0.398
H -1.494 -6.253 -2.984 0.364
H -1.879 -3.965 -3.856 0.414
H -1.770 -2.034 -2.355 0.055
H -1.651 2.063 -2.806 0.223
H -1.393 4.125 -4.098 0.387
H -0.761 6.240 -2.978 0.362
H -0.397 6.258 -0.525 0.379
H -0.663 4.191 0.779 0.340
H -0.560 1.369 2.852 0.352
H -1.768 2.022 4.939 0.432
H -4.032 3.007 4.789 0.367
H -5.082 3.367 2.580 0.390
H -3.873 2.743 0.520 0.312
C 4.667 -0.233 0.444 -1.754
Si 2.829 0.110 -0.012 1.735
C 2.923 1.888 -0.833 2.455
C 1.947 2.027 -2.009 -1.781
C 2.562 2.965 0.198 -1.800
C 4.338 2.194 -1.342 -2.072
C 2.581 -1.237 -1.434 2.540
C 1.269 -1.155 -2.224 -2.091
C 2.623 -2.613 -0.747 -1.812
C 3.721 -1.180 -2.460 -2.014
H 5.359 -0.239 -0.410 0.423
H 4.743 -1.186 0.970 0.249
H 4.990 0.539 1.140 0.378
H 0.952 1.673 -1.741 -0.093
H 2.283 1.468 -2.887 0.278
H 1.857 3.082 -2.304 0.613
H 1.542 2.829 0.560 -0.046
H 2.647 3.962 -0.260 0.487
H 3.213 2.914 1.072 0.379
H 4.669 1.486 -2.104 0.311
H 5.065 2.173 -0.529 0.341
H 4.365 3.200 -1.787 0.536
H 0.416 -1.089 -1.551 0.222
H 1.152 -2.056 -2.845 0.620
H 1.240 -0.288 -2.889 0.225
H 1.793 -2.718 -0.042 0.155
H 3.553 -2.760 -0.192 0.339
H 2.543 -3.414 -1.495 0.457
H 3.700 -0.251 -3.033 0.352
H 3.611 -2.007 -3.176 0.506
H 4.704 -1.276 -1.998 0.364
S 2.394 0.264 2.213 -0.807
```


Record 3
Here is a 2-piece molecular cluster, C4H7O2S overall from the Open Molecules 2025 dataset. Energies are from the ωB97M-V functional and the def2-TZVPD basis.

Its total energy is -19190.1512 eV. The HOMO energy is -2.96 eV. Its relative energy (zero: lowest compared OMol25 entry of this formula, charge and spin) is 72.4 kcal per mole. The value obtained for the max |F| is 3.3 eV/A. As for the charge: -1.

```
14
Properties=species:S:1:pos:R:3:mulliken_charge:R:1
C 4.140 1.159 0.485 -0.735
C 2.976 0.614 0.192 0.469
C 1.827 0.074 -0.105 -0.753
C -3.349 -1.036 -0.738 -1.044
O -3.475 0.375 1.578 -0.630
O -1.307 0.229 0.365 -0.623
S -2.475 -0.505 0.932 0.388
H 4.591 2.079 0.153 0.275
H 4.851 0.433 0.940 0.187
H 0.889 0.455 0.275 0.369
H 1.815 -0.482 -1.057 0.211
H -2.557 -1.228 -1.410 0.269
H -3.966 -1.887 -0.574 0.305
H -3.958 -0.282 -1.036 0.314
```


Record 4
Here is C30H28N6O3S2Tc as an isolated structure from the Open Molecules 2025 dataset. Energies are from the ωB97M-V functional and the def2-TZVPD basis.

The spin multiplicity is 4. Its total energy is -70504.0454 eV. The expectation value of S² is 3.793. The HOMO energy (spin up / spin down) is -13.72 / -13.97 eV. Its relative energy (zero: lowest compared OMol25 entry of this formula, charge and spin) is 0.0 kcal per mole. The value obtained for the max |F| is 0.2 eV/A. As for the charge: +2.

```
70
Properties=species:S:1:pos:R:3:mulliken_spin:R:1
Tc -0.862 -0.848 1.328 2.529
N -0.902 1.566 4.964 -0.004
C -0.925 1.056 3.734 0.013
S -0.306 -0.589 3.560 0.127
N -1.385 1.788 2.754 0.012
N -1.313 1.172 1.541 -0.105
C -1.610 1.852 0.482 0.010
C -1.905 3.298 0.497 0.018
C -0.852 4.198 0.628 0.009
C -1.120 5.558 0.617 0.001
C -2.425 6.011 0.486 0.001
C -3.472 5.108 0.360 0.001
C -3.215 3.745 0.360 0.005
C -1.602 1.094 -0.778 0.043
C -1.802 1.689 -2.011 0.012
C -1.775 0.892 -3.149 0.005
C -1.543 -0.467 -3.025 0.013
C -1.338 -0.996 -1.761 0.023
N -1.375 -0.235 -0.666 -0.015
H -0.516 1.054 5.738 0.004
H -1.153 2.534 5.094 0.000
H 0.161 3.833 0.749 0.000
H -0.308 6.265 0.717 0.000
H -2.629 7.073 0.483 0.000
H -4.488 5.463 0.262 0.000
H -4.030 3.038 0.256 0.000
H -1.975 2.754 -2.068 0.001
H -1.932 1.334 -4.124 0.000
H -1.517 -1.118 -3.887 0.000
H -1.135 -2.049 -1.614 -0.004
C 4.582 0.992 -4.579 0.000
C 3.964 0.798 -3.227 0.001
C 2.577 0.805 -3.063 -0.002
C 2.007 0.615 -1.819 -0.008
C 2.828 0.398 -0.721 0.027
C 4.211 0.391 -0.853 -0.003
C 4.766 0.595 -2.104 0.000
S 2.134 0.223 0.878 -0.029
O 3.153 -0.162 1.797 0.021
O 1.289 1.352 1.151 0.004
N 1.025 -1.056 0.747 0.165
C 1.501 -2.348 0.503 0.050
C 2.779 -2.725 0.144 0.086
C 3.083 -4.083 -0.072 -0.032
C 2.145 -5.065 0.078 0.085
C 0.833 -4.717 0.477 -0.025
C -0.190 -5.654 0.711 0.045
C -1.422 -5.225 1.141 -0.020
C -1.637 -3.863 1.333 0.036
N -0.703 -2.944 1.107 -0.065
C 0.531 -3.357 0.684 -0.040
H 3.867 1.400 -5.291 0.000
H 4.943 0.040 -4.972 0.000
H 5.436 1.666 -4.523 0.000
H 1.943 0.975 -3.924 0.000
H 0.931 0.648 -1.702 0.000
H 4.838 0.240 0.016 0.000
H 5.844 0.603 -2.210 0.000
H 3.568 -1.999 0.038 0.008
H 4.095 -4.341 -0.355 0.000
H 2.392 -6.105 -0.083 0.001
H 0.007 -6.708 0.562 0.001
H -2.224 -5.920 1.343 0.001
H -2.592 -3.511 1.688 -0.014
C -4.077 -1.674 2.279 -0.003
O -3.047 -0.758 1.817 0.001
H -4.318 -2.335 1.453 -0.001
H -4.962 -1.096 2.533 -0.002
H -3.729 -2.225 3.151 0.004
H -3.123 0.051 2.344 0.008
```


Record 5
Here is an isolated ion of composition C4H9NO2 and charge +1 from the Open Molecules 2025 dataset. Energies are from the ωB97M-V functional and the def2-TZVPD basis.

The spin multiplicity is 2. Its total energy is -9869.9764 eV. The expectation value of S² is 0.755. The HOMO energy (spin up / spin down) is -15.55 / -15.39 eV. Its relative energy (zero: lowest compared OMol25 entry of this formula, charge and spin) is 28.3 kcal per mole. The value obtained for the max |F| is 2.5 eV/A. As for the charge: +1.

```
16
Properties=species:S:1:pos:R:3:mulliken_spin:R:1
C -0.908 -1.417 0.509 0.029
N 0.017 -1.006 -0.495 0.715
C 1.233 0.633 0.929 0.106
C 0.586 0.308 -0.448 0.008
C -0.483 1.426 -0.722 0.010
O -1.440 1.049 -1.606 0.021
O -0.488 2.492 -0.223 0.054
H -1.151 -2.476 0.409 0.006
H -1.862 -0.893 0.436 0.012
H -0.479 -1.322 1.513 0.052
H 0.781 -1.634 -0.755 -0.020
H 1.919 -0.161 1.213 -0.005
H 1.737 1.590 0.819 0.007
H 0.444 0.793 1.661 0.006
H 1.334 0.425 -1.235 -0.003
H -1.239 0.193 -2.006 0.001
```


Record 6
Here is an isolated molecule of C6H12O from the Open Molecules 2025 dataset. Energies are from the ωB97M-V functional and the def2-TZVPD basis.

Its SMILES is C[C@@H]1C[C@@H]1[C@@H](C)O. Its total energy is -8462.6058 eV. The HOMO energy is -9.80 eV. Its relative energy (zero: lowest compared OMol25 entry of this formula, charge and spin) is 40.3 kcal per mole. The value obtained for the max |F| is 0.9 eV/A.

```
19
Properties=species:S:1:pos:R:3:mulliken_charge:R:1
C 0.348 -1.419 1.470 -1.256
C -0.105 -1.544 0.013 0.248
C 0.869 -1.339 -1.085 -0.800
C -0.189 -0.244 -0.917 -0.446
C -0.206 1.044 -0.067 0.657
C -0.055 2.522 -0.487 -1.464
O -1.480 1.037 0.589 -0.587
H 1.398 -1.114 1.559 0.319
H 0.251 -2.356 2.034 0.369
H -0.265 -0.672 1.979 0.258
H -0.857 -2.322 -0.131 0.421
H 1.910 -1.190 -0.810 0.242
H 0.744 -1.990 -1.950 0.265
H -0.989 -0.247 -1.665 0.297
H 0.593 0.888 0.664 0.073
H 0.897 2.771 -0.962 0.340
H -0.094 3.083 0.460 0.337
H -0.884 2.909 -1.090 0.332
H -1.885 0.182 0.396 0.396
```


Record 7
Here is a 6-piece molecular cluster, C28H54INO14S5 overall from the Open Molecules 2025 dataset. Energies are from the ωB97M-V functional and the def2-TZVPD basis.

Its SMILES is CN(CC(=O)I)C(=O)OCCCCO.O=S1(=O)CCCC1.O=S1(=O)CCCC1.O=S1(=O)CCCC1.O=S1(=O)CCCC1.O=S1(=O)CCCC1. Its total energy is -122335.9914 eV. The HOMO energy is -9.89 eV. The value obtained for the max |F| is 9.0 eV/A.

```
103
Properties=species:S:1:pos:R:3:mulliken_charge:R:1
C 4.514 -0.063 0.166 -0.760
N 3.974 0.228 -1.220 0.108
C 3.436 1.638 -1.343 0.415
C 3.578 2.308 -2.834 0.076
O 4.250 3.483 -2.935 -0.563
I 2.739 1.512 -4.699 0.045
C 2.911 -0.809 -1.631 0.104
O 3.103 -1.426 -2.807 -0.522
O 1.817 -1.066 -0.682 -0.149
C 0.532 -1.306 -1.357 -0.226
C -0.097 0.046 -2.097 0.309
C -1.096 0.898 -1.062 0.597
C -0.715 2.510 -1.002 -0.442
O -0.388 2.909 0.377 -0.471
H 3.742 0.071 1.035 0.267
H 5.497 0.576 0.382 0.307
H 4.872 -1.196 0.178 0.298
H 4.099 2.309 -0.612 0.345
H 2.330 1.724 -0.908 -0.165
H -0.250 -1.566 -0.493 0.027
H 0.542 -2.247 -2.086 0.301
H 0.719 0.806 -2.452 -0.513
H -0.764 -0.335 -2.983 0.360
H -2.199 0.837 -1.499 0.281
H -1.048 0.447 0.040 -0.478
H -1.618 3.187 -1.376 0.271
H 0.232 2.782 -1.671 0.112
H 0.391 2.325 0.677 0.295
O -0.904 -0.573 1.833 -0.508
S -1.109 -0.850 3.239 0.897
O -0.932 -2.174 3.802 -0.770
C -0.147 0.311 4.190 -0.774
C -1.075 1.502 4.376 -0.270
C -2.445 0.913 4.708 -0.921
C -2.710 -0.218 3.716 -0.199
H 0.771 0.561 3.656 0.358
H 0.089 -0.158 5.150 0.379
H -0.718 2.170 5.166 0.426
H -1.136 2.080 3.446 0.044
H -2.432 0.513 5.729 0.326
H -3.233 1.671 4.662 0.371
H -3.297 -1.021 4.168 0.440
H -3.211 0.148 2.816 0.020
O -5.447 0.130 0.695 -0.702
S -5.190 -1.198 1.213 1.203
O -5.140 -1.480 2.633 -0.636
C -6.327 -2.334 0.442 -0.124
C -5.611 -2.780 -0.824 -0.791
C -4.160 -3.026 -0.414 -0.622
C -3.715 -1.835 0.434 0.341
H -7.278 -1.835 0.246 0.500
H -6.476 -3.174 1.127 -0.249
H -6.070 -3.677 -1.250 0.389
H -5.653 -1.986 -1.579 0.359
H -4.099 -3.945 0.180 0.167
H -3.510 -3.154 -1.286 0.434
H -2.998 -2.135 1.203 0.146
H -3.287 -1.041 -0.184 -0.305
O 1.472 3.623 2.163 -0.443
S 1.631 4.915 2.797 1.074
O 1.066 5.216 4.097 -0.769
C 3.365 5.325 2.817 -0.797
C 3.598 6.039 1.494 -0.341
C 2.407 6.978 1.315 -0.672
C 1.143 6.182 1.636 -0.560
H 3.962 4.417 2.926 0.387
H 3.541 5.996 3.663 0.358
H 4.548 6.582 1.492 0.365
H 3.622 5.312 0.673 0.112
H 2.499 7.821 2.011 0.275
H 2.366 7.393 0.303 0.368
H 0.374 6.813 2.089 0.403
H 0.743 5.690 0.745 0.221
O -7.755 -5.069 2.962 -0.762
S -6.472 -5.536 2.480 1.179
O -5.738 -4.846 1.439 -0.643
C -5.396 -5.774 3.880 -0.716
C -5.659 -7.207 4.317 -0.641
C -5.731 -8.026 3.029 -0.573
C -6.621 -7.263 2.049 -0.709
H -5.623 -5.040 4.656 0.440
H -4.365 -5.650 3.535 0.358
H -4.876 -7.573 4.988 0.347
H -6.617 -7.269 4.848 0.301
H -4.724 -8.131 2.607 0.294
H -6.117 -9.034 3.211 0.316
H -6.299 -7.408 1.015 0.324
H -7.671 -7.550 2.156 0.376
O 9.486 1.140 -6.916 -0.655
S 8.272 0.834 -7.643 1.144
O 8.271 0.024 -8.845 -0.668
C 7.081 0.164 -6.499 -0.756
C 6.351 1.385 -5.959 0.112
C 6.098 2.285 -7.168 -0.669
C 7.401 2.361 -7.963 -0.621
H 7.591 -0.409 -5.723 0.416
H 6.403 -0.483 -7.062 0.361
H 5.419 1.107 -5.458 -0.315
H 6.983 1.910 -5.233 0.273
H 5.311 1.844 -7.792 0.315
H 5.760 3.281 -6.868 0.330
H 7.213 2.454 -9.036 0.349
H 8.030 3.188 -7.622 0.354
```


Record 8
Here is a 3-piece molecular cluster, C7H10N2O3 overall from the Open Molecules 2025 dataset. Energies are from the ωB97M-V functional and the def2-TZVPD basis.

Its total energy is -16537.5323 eV. The HOMO energy is -9.05 eV. Its relative energy (zero: lowest compared OMol25 entry of this formula, charge and spin) is 159.6 kcal per mole. The value obtained for the max |F| is 6.2 eV/A.

```
22
Properties=species:S:1:pos:R:3:mulliken_charge:R:1
C -1.302 -1.264 -0.889 0.266
C -1.500 0.490 0.689 -0.672
C -0.098 0.700 0.629 0.739
C 0.316 1.982 1.423 -0.248
C 0.661 0.063 -0.344 0.526
C 2.057 0.603 -0.624 -1.274
C 0.126 -1.061 -1.117 0.233
H -2.188 -3.209 0.012 0.329
H -2.807 -2.674 -1.696 0.337
H -2.224 1.039 1.398 0.292
H 0.907 1.732 2.410 0.247
H 0.859 2.630 0.795 0.324
H -1.766 2.219 1.262 0.361
H 2.538 0.093 -1.484 0.349
H 2.066 1.565 -1.127 0.426
H 2.806 -0.232 0.739 0.394
H 0.305 -2.765 -1.809 0.408
N -1.674 -2.766 -0.894 -0.778
N -2.054 -0.599 0.005 -0.600
O -0.808 2.742 1.994 -0.617
O 2.898 0.662 0.439 -0.470
O 0.882 -1.950 -1.811 -0.571
```


Question: Number 6 is which compound?
Answer: C6H12O